DFT (wB97M-V/def2-TZVPD) results for a structure of composition C47H50AsCl3N3NaO4Sb.

Summary:
LUMO in eV: 2.0
Total charge: -1
Orbital gap in eV: 6.89
Max |F| in eV Å⁻¹: 0.60
HOMO energy in eV: -4.92
Energy above the lowest of the compared OMol25 structures with the same formula, charge and spin in kJ/mol: 0.0
E in eV: -171576.1955

XYZ file:
```
110
Properties=species:S:1:pos:R:3:mulliken_charge:R:1
Na 0.081 0.658 0.769 0.788
Cl 1.361 2.063 7.877 -0.285
C 1.178 1.387 6.274 0.038
C 0.514 0.159 6.119 -0.573
C 0.368 -0.405 4.884 -0.842
C 0.882 0.209 3.687 -0.117
O 0.806 -0.356 2.568 0.840
C 1.511 1.493 3.888 0.940
C 1.953 2.318 2.788 -0.637
O 1.760 2.134 1.595 -0.293
C 1.662 2.039 5.175 -0.696
H 0.118 -0.337 6.997 0.416
H -0.145 -1.353 4.776 0.417
H 2.508 3.227 3.104 0.125
H 2.153 2.999 5.287 0.334
N -0.579 2.683 -0.525 0.448
C -0.322 2.699 -1.955 -0.777
C -0.881 1.434 -2.583 -0.667
N -0.135 0.262 -2.141 -0.106
H -1.586 2.638 -0.382 -0.358
H -0.259 3.528 -0.064 0.067
H 0.761 2.745 -2.122 0.270
H -0.755 3.571 -2.469 0.425
H -0.903 1.553 -3.677 0.346
H -1.915 1.310 -2.247 0.381
H 0.764 0.204 -2.605 -0.063
H -0.636 -0.594 -2.339 0.127
C 1.636 -5.456 -0.054 -1.304
C 1.568 -4.039 -0.605 0.434
Sb 0.148 -2.633 0.245 -0.008
C -1.630 -3.336 -0.775 -0.682
C -1.675 -4.774 -1.266 -1.100
C -0.173 -3.546 2.166 -0.529
C -1.075 -4.766 2.249 -1.239
H 2.441 -6.032 -0.521 0.406
H 0.705 -6.001 -0.216 0.255
H 1.824 -5.452 1.022 0.250
H 1.370 -4.050 -1.682 0.487
H 2.541 -3.560 -0.490 -0.603
H -1.772 -2.650 -1.614 0.366
H -2.462 -3.119 -0.101 0.423
H -0.825 -5.008 -1.911 0.246
H -2.583 -4.974 -1.843 0.401
H -1.651 -5.486 -0.439 0.176
H -0.555 -2.725 2.774 0.207
H 0.824 -3.763 2.563 0.429
H -2.059 -4.571 1.818 0.282
H -1.236 -5.076 3.286 0.406
H -0.653 -5.621 1.716 0.201
C 6.387 3.392 0.055 -0.499
C 6.360 2.389 1.010 -0.736
C 5.451 1.344 0.906 0.029
C 4.560 1.299 -0.156 0.579
C 4.577 2.319 -1.102 -0.419
C 5.491 3.356 -1.005 -0.669
As 3.196 -0.092 -0.367 0.585
C 3.929 -1.454 0.808 -0.232
C 3.688 -1.577 2.166 0.272
C 4.229 -2.657 2.852 -0.591
C 4.985 -3.609 2.180 -0.991
C 5.209 -3.498 0.817 -0.459
C 4.678 -2.415 0.120 0.108
C 4.774 -2.199 -1.334 0.853
C 5.436 -3.023 -2.237 -0.633
C 5.419 -2.717 -3.589 -0.795
C 4.739 -1.598 -4.049 -0.669
C 4.069 -0.775 -3.153 -0.697
C 4.092 -1.069 -1.799 0.232
H 7.097 4.205 0.138 0.371
H 7.051 2.415 1.844 0.406
H 5.444 0.566 1.659 0.361
H 3.862 2.319 -1.919 0.150
H 5.494 4.141 -1.751 0.396
H 3.056 -0.862 2.671 0.098
H 4.043 -2.765 3.914 0.471
H 5.393 -4.454 2.722 0.355
H 5.779 -4.260 0.299 0.382
H 5.962 -3.906 -1.894 0.363
H 5.934 -3.360 -4.291 0.384
H 4.725 -1.367 -5.106 0.416
H 3.533 0.093 -3.522 0.302
Cl -4.032 3.702 -2.244 -0.170
C -5.032 4.846 -1.412 0.989
C -5.770 5.745 -2.166 -0.746
C -6.554 6.692 -1.527 -0.246
C -6.597 6.732 -0.143 -0.783
C -5.864 5.812 0.587 1.191
Cl -5.936 5.887 2.318 -0.215
C -5.064 4.835 -0.014 -1.953
N -4.363 3.912 0.761 0.041
C -3.163 4.273 1.385 1.017
C -2.596 5.539 1.242 -0.289
C -1.402 5.853 1.873 -1.010
C -0.756 4.912 2.658 -0.800
C -1.332 3.657 2.814 -0.320
C -2.527 3.317 2.199 0.386
C -3.114 1.946 2.404 -1.233
C -2.935 1.080 1.136 0.474
O -3.707 1.330 0.176 -0.856
O -1.993 0.264 1.139 -0.353
H -5.710 5.697 -3.244 0.413
H -7.128 7.400 -2.109 0.353
H -7.199 7.461 0.381 0.416
H -4.346 2.932 0.415 0.523
H -3.085 6.275 0.615 0.463
H -0.979 6.841 1.737 0.352
H 0.177 5.148 3.153 0.428
H -0.846 2.915 3.436 0.443
H -4.180 2.029 2.636 0.320
H -2.606 1.468 3.241 0.387
```